# 1
The molecule C18H23N3O4, computed with the ωB97M-V functional and the def2-TZVPD basis.

lowest unoccupied orbital energy: 0.366 eV
max |F|: 0.0175 hartree/bohr
spin multiplicity: 1
calculated total energy: -1164.93527 a.u.
E_HOMO: -0.31517 Eh
SMILES: COCC(=O)OCC(=O)Nc1cc(C(C)(C)C)nn1-c1ccccc1
orbital gap: 0.3286 hartree

Each line ends with the Löwdin charge.
Element x y z (Å)
C 2.80 -3.05 -5.13  -0.092
O 3.19 -3.76 -3.97  -0.158
C 2.80 -3.17 -2.77  -0.131
C 1.30 -3.26 -2.48  -0.439
O 0.45 -3.63 -3.24  0.143
O 1.07 -2.85 -1.22  -0.014
C -0.29 -2.82 -0.78  -0.044
C -0.72 -1.44 -0.29  -0.447
O -1.88 -1.16 -0.11  0.112
N 0.33 -0.61 -0.04  0.162
C 0.21 0.73 0.33  -0.210
C 0.84 1.83 -0.22  0.060
C 0.31 2.93 0.47  -0.254
C 0.62 4.40 0.32  -0.561
C -0.68 5.13 -0.02  -0.048
C 1.64 4.62 -0.79  -0.060
C 1.16 4.92 1.65  -0.048
N -0.57 2.52 1.37  0.165
N -0.63 1.19 1.29  -0.018
C -1.45 0.47 2.18  -0.198
C -2.68 1.00 2.52  -0.008
C -3.49 0.33 3.41  -0.074
C -3.08 -0.88 3.96  -0.090
C -1.84 -1.39 3.62  -0.079
C -1.01 -0.72 2.74  -0.029
H 1.71 -3.02 -5.24  0.084
H 3.18 -2.02 -5.11  0.091
H 3.23 -3.58 -5.97  0.093
H 3.33 -3.70 -1.98  0.144
H 3.08 -2.11 -2.73  0.140
H -0.95 -3.14 -1.59  0.136
H -0.39 -3.53 0.05  0.148
H 1.24 -0.92 -0.34  0.149
H 1.56 1.83 -1.01  0.103
H -1.09 4.77 -0.97  0.086
H -0.50 6.20 -0.11  0.082
H -1.42 4.95 0.76  0.077
H 1.27 4.26 -1.74  0.084
H 2.58 4.11 -0.56  0.082
H 1.85 5.69 -0.89  0.084
H 1.36 5.99 1.59  0.081
H 2.10 4.42 1.90  0.085
H 0.44 4.73 2.44  0.078
H -2.99 1.94 2.09  0.111
H -4.46 0.73 3.67  0.104
H -3.72 -1.41 4.64  0.100
H -1.50 -2.32 4.06  0.103
H -0.04 -1.11 2.50  0.114

=====

# 2
The molecule C4H6N2O, computed with the ωB97M-V functional and the def2-TZVPD basis.

lowest unoccupied orbital energy: 0.821 eV
max |F|: 0.0098 hartree/bohr
spin multiplicity: 1
calculated total energy: -340.74795 a.u.
E_HOMO: -0.26541 Eh
SMILES: Nc1ccc(O)[nH]1
orbital gap: 0.2956 hartree

Each line ends with the Löwdin charge.
Element x y z (Å)
N -2.19 -0.60 0.18  0.073
C -0.91 -0.04 0.42  -0.395
C -0.39 1.21 0.28  -0.063
C 1.01 1.05 0.00  -0.050
C 1.26 -0.30 0.02  -0.395
O 2.34 -1.06 -0.28  0.069
N 0.12 -0.95 0.35  0.131
H -2.10 -0.95 -0.78  0.087
H -2.88 0.14 0.12  0.078
H -0.95 2.13 0.27  0.095
H 1.69 1.83 -0.31  0.096
H 2.99 -0.49 -0.70  0.111
H 0.00 -1.95 0.45  0.164

=====

# 3
A structure of composition C6H11NS at a distorted geometry, computed with the ωB97M-V functional and the def2-TZVPD basis.

lowest unoccupied orbital energy: 0.894 eV
max |F|: 0.0685 hartree/bohr
spin multiplicity: 1
calculated total energy: -688.07963 a.u.
E_HOMO: -0.30506 Eh
orbital gap: 0.3379 hartree

Each line ends with the Löwdin charge.
Element x y z (Å)
C 0.79 -0.58 -1.11  -0.351
C 0.37 0.71 -0.46  -0.238
C -0.34 -0.40 0.52  -0.530
C 1.28 -1.11 -2.48  -0.030
C 1.55 1.38 0.32  -0.062
C -2.68 0.00 2.23  -0.396
N 0.18 -1.45 -0.40  0.089
S -2.18 -0.26 0.52  0.823
H -0.22 1.33 -1.13  0.129
H 0.08 -0.50 1.47  0.079
H 1.90 -0.37 -3.10  0.087
H 0.36 -1.36 -3.06  0.088
H 1.82 -2.01 -2.32  0.054
H 2.16 0.66 0.87  0.083
H 1.11 2.01 1.06  0.061
H 2.18 1.95 -0.34  0.066
H -3.61 0.49 2.12  0.010
H -1.84 0.48 2.68  0.030
H -2.91 -0.96 2.61  0.008

=====

# 4
A structure of composition C4H2BrN at a distorted geometry, computed with the ωB97M-V functional and the def2-TZVPD basis.

lowest unoccupied orbital energy (alpha / beta): -2.105 / -2.258 eV
max |F|: 0.0874 hartree/bohr
spin multiplicity: 1
calculated total energy: -2782.02414 a.u.
E_HOMO (alpha / beta): -0.36185 / -0.34856 Eh
orbital gap (alpha / beta): 0.2845 / 0.2656 hartree

Each line ends with the Löwdin charge.
Element x y z (Å)
C 0.72 -2.12 -1.28  -0.067
C 0.85 1.89 1.96  0.138
C 0.52 -1.76 -0.19  0.048
C 1.20 0.72 1.81  -0.419
N 1.78 -0.42 1.75  -0.522
Br 3.42 -0.49 1.16  0.775
H 1.14 -2.45 -2.14  -0.024
H 0.09 2.71 1.87  0.071

=====

# 5
A cluster of 2 separate species, C4H8O in total at a distorted geometry, computed with the ωB97M-V functional and the def2-TZVPD basis.

lowest unoccupied orbital energy: 0.899 eV
max |F|: 0.0327 hartree/bohr
spin multiplicity: 1
calculated total energy: -232.31196 a.u.
E_HOMO: -0.32938 Eh
SMILES: C=CO.C=C
orbital gap: 0.3624 hartree

Each line ends with the Löwdin charge.
Element x y z (Å)
C -1.71 0.04 -1.52  0.017
C -0.66 0.67 -2.06  -0.276
O 0.27 1.39 -1.35  -0.025
H -1.58 -0.50 -0.59  0.031
H -2.71 0.25 -1.89  0.054
H -0.42 0.64 -3.12  0.104
H 1.11 0.92 -1.29  0.090
C 1.54 -0.27 1.86  -0.079
C 0.45 -1.03 1.93  -0.066
H 1.77 0.43 1.08  0.029
H 1.98 -0.04 2.82  0.049
H -0.42 -0.88 1.31  0.028
H 0.38 -1.62 2.83  0.045

=====

# 6
The molecule C4H5NO2 at a distorted geometry, computed with the ωB97M-V functional and the def2-TZVPD basis.

lowest unoccupied orbital energy: -0.109 eV
max |F|: 0.0220 hartree/bohr
spin multiplicity: 1
calculated total energy: -360.59085 a.u.
E_HOMO: -0.36440 Eh
SMILES: O=CC(=O)N1CC1
orbital gap: 0.3604 hartree

Each line ends with the Löwdin charge.
Element x y z (Å)
O 2.00 1.55 0.70  0.085
C 2.14 0.41 0.36  -0.151
C 0.99 -0.57 0.09  -0.414
O 1.27 -1.73 -0.19  0.079
N -0.29 -0.14 0.27  -0.034
C -1.47 -0.66 -0.32  -0.084
C -1.30 0.81 -0.02  -0.069
H 3.12 -0.09 0.20  0.130
H -2.07 -1.34 0.27  0.114
H -1.35 -0.93 -1.38  0.118
H -1.24 1.49 -0.86  0.115
H -1.81 1.20 0.87  0.112